No. 1
{
  "formula": "C5H7O5",
  "method": "ωB97M-V/def2-TZVPD",
  "species": ["H", "O", "O", "C", "C", "C", "C", "C", "O", "O", "O", "H", "H", "H", "H", "H", "H"],
  "xyz": [[2.46, 1.29, 0.73], [2.89, 0.64, 2.19], [1.67, -0.07, 2.21], [0.78, 0.34, 1.20], [0.09, -0.73, 0.42], [-0.79, -0.53, -0.53], [-1.66, -1.52, -1.22], [-0.98, 1.02, -0.89], [0.03, 1.61, -1.40], [-2.15, 1.42, -0.58], [1.65, 0.99, 0.25], [0.13, 1.12, 1.57], [1.21, 1.51, -0.52], [0.33, -1.76, 0.77], [-2.19, -1.05, -2.07], [-1.05, -2.35, -1.60], [-2.41, -1.94, -0.53]],
  "nbo_charge": [0.53, -0.11, -0.13, 0.34, -0.35, 0.04, -0.66, 0.74, -0.78, -0.66, -0.67, 0.21, 0.56, 0.22, 0.24, 0.23, 0.24],
  "homo_energy_ev": [-8.94, -8.94],
  "s2": 0.75,
  "lumo_energy_ev": [-0.3322, -3.4721],
  "multiplicity": 2
}


No. 2
{
  "formula": "C5H7OP",
  "method": "ωB97M-V/def2-TZVPD",
  "species": ["C", "C", "C", "C", "C", "O", "P", "H", "H", "H", "H", "H", "H", "H"],
  "xyz": [[0.04, 0.47, 0.33], [0.23, 1.41, -0.70], [-0.02, -0.68, -0.62], [0.41, 0.32, -1.73], [-0.24, 0.36, 1.73], [1.03, 3.00, -2.26], [0.53, 3.12, -0.87], [0.72, -1.44, -0.28], [-1.02, -0.90, -0.93], [1.49, 0.28, -2.12], [-0.44, 0.35, -2.57], [0.66, 0.63, 2.26], [-0.55, -0.70, 2.03], [-0.93, 1.05, 2.23]],
  "nbo_charge": [0.16, -0.52, -0.47, -0.39, -0.69, -0.98, 1.28, 0.22, 0.23, 0.23, 0.21, 0.25, 0.23, 0.25],
  "homo_energy_ev": -9.05,
  "smiles": "CC1=C(P=O)CC1",
  "lumo_energy_ev": -0.6479,
  "multiplicity": 1
}


No. 3
{
  "formula": "C5H7P",
  "method": "ωB97M-V/def2-TZVPD",
  "species": ["C", "C", "C", "C", "C", "P", "H", "H", "H", "H", "H", "H", "H"],
  "xyz": [[0.79, 0.47, 0.14], [2.38, 0.62, -0.98], [-1.67, 0.99, -0.01], [-1.37, -0.41, 0.38], [-0.39, 0.26, -0.54], [2.62, -0.44, 0.29], [-2.47, 1.17, -0.65], [-1.80, 1.79, 0.78], [-0.83, -0.57, 1.27], [-1.81, -1.35, 0.09], [-0.47, 0.17, -1.55], [1.84, -1.03, 1.16], [3.16, -1.68, -0.35]],
  "nbo_charge": [-0.13, -0.31, -0.34, -0.37, -0.45, 0.53, 0.22, 0.24, 0.23, 0.22, 0.22, 0.00, -0.05],
  "homo_energy_ev": -8.19,
  "lumo_energy_ev": -0.3397,
  "multiplicity": 1
}


No. 4
{
  "formula": "C5H7PS",
  "method": "ωB97M-V/def2-TZVPD",
  "species": ["C", "C", "C", "C", "C", "P", "S", "H", "H", "H", "H", "H", "H", "H"],
  "xyz": [[0.79, -0.58, -0.85], [0.79, 0.66, -1.28], [0.33, -0.80, 0.48], [-0.53, 0.32, 0.97], [0.55, -1.98, 1.08], [-0.18, 1.83, -0.20], [-1.81, 1.94, -1.47], [1.46, -1.33, -1.15], [0.92, 1.02, -2.23], [-0.12, 0.51, 1.87], [-1.62, 0.22, 1.15], [0.24, -2.37, 2.00], [1.31, -2.57, 0.53], [-2.13, 3.14, -0.90]],
  "nbo_charge": [-0.21, -0.45, -0.03, -0.71, -0.38, 0.63, -0.30, 0.21, 0.22, 0.23, 0.25, 0.20, 0.19, 0.15],
  "homo_energy_ev": -8.39,
  "smiles": "C=C1C=CP(S)C1",
  "lumo_energy_ev": 0.5045,
  "multiplicity": 1
}


No. 5
{
  "formula": "C5H8",
  "method": "ωB97M-V/def2-TZVPD",
  "species": ["C", "C", "C", "C", "C", "H", "H", "H", "H", "H", "H", "H", "H"],
  "xyz": [[-1.44, -0.05, 0.17], [-1.52, -1.10, 1.13], [-0.20, 0.75, 0.03], [0.80, 0.20, -0.96], [2.11, 0.16, -0.75], [-2.32, 0.32, -0.33], [-2.48, -1.50, 1.42], [-0.58, -1.33, 1.63], [-0.45, 1.79, -0.27], [0.35, 0.84, 0.98], [0.39, -0.32, -1.82], [2.83, -0.28, -1.43], [2.52, 0.52, 0.18]],
  "nbo_charge": [-0.44, -0.72, -0.56, -0.13, -0.49, 0.16, 0.16, 0.15, 0.18, 0.17, 0.18, 0.17, 0.17],
  "homo_energy_ev": [1.26, -2.99],
  "total_charge": -1,
  "s2": 0.75,
  "lumo_energy_ev": [4.3727, 4.2929],
  "multiplicity": 2
}


No. 6
{
  "formula": "C5H8",
  "method": "ωB97M-V/def2-TZVPD",
  "species": ["C", "C", "C", "C", "C", "H", "H", "H", "H", "H", "H", "H", "H"],
  "xyz": [[1.30, -0.46, -0.24], [0.72, 0.66, 0.58], [-0.26, 1.61, -0.06], [-1.32, -0.39, -0.22], [0.01, -0.68, 0.49], [1.28, -0.36, -1.33], [2.16, -1.00, 0.15], [1.20, 0.98, 1.50], [-0.04, 1.67, -1.15], [-1.46, 0.80, -0.19], [-2.20, -0.64, 0.39], [-1.42, -0.80, -1.23], [0.01, -1.39, 1.32]],
  "nbo_charge": [-0.42, -0.35, -0.19, -0.50, -0.22, 0.21, 0.22, 0.23, 0.13, 0.22, 0.23, 0.22, 0.22],
  "homo_energy_ev": -8.32,
  "lumo_energy_ev": 0.2569,
  "multiplicity": 1
}


No. 7
{
  "formula": "C5H8",
  "method": "ωB97M-V/def2-TZVPD",
  "species": ["C", "C", "C", "C", "C", "H", "H", "H", "H", "H", "H", "H", "H"],
  "xyz": [[-1.77, 0.25, -0.47], [-1.12, -0.50, 0.70], [0.36, -0.60, 0.69], [1.27, 0.05, 0.03], [2.26, 0.25, -0.93], [-1.39, 1.28, -0.52], [-2.86, 0.29, -0.36], [-1.54, -0.24, -1.42], [-1.53, -1.51, 0.79], [-1.38, -0.02, 1.65], [2.28, 0.17, 0.63], [2.41, -0.45, -1.74], [2.95, 1.08, -0.85]],
  "nbo_charge": [-0.61, -0.50, 0.04, -0.38, -0.46, 0.21, 0.21, 0.20, 0.23, 0.24, 0.40, 0.21, 0.21],
  "homo_energy_ev": -7.55,
  "lumo_energy_ev": 0.3566,
  "multiplicity": 1
}


No. 8
{
  "formula": "C5H8",
  "method": "ωB97M-V/def2-TZVPD",
  "species": ["C", "C", "C", "C", "C", "H", "H", "H", "H", "H", "H", "H", "H"],
  "xyz": [[-0.10, -1.09, 0.97], [-1.13, -0.32, 0.09], [0.13, 1.54, -1.25], [0.01, 0.51, -0.42], [1.06, -0.28, 0.33], [-0.04, -2.17, 0.80], [-0.24, -0.89, 2.03], [-1.54, -0.92, -0.73], [-1.93, 0.23, 0.57], [-0.73, 2.13, -1.54], [1.10, 1.77, -1.63], [1.78, -0.86, -0.26], [1.64, 0.35, 1.03]],
  "nbo_charge": [-0.39, -0.45, -0.42, 0.05, -0.45, 0.21, 0.21, 0.22, 0.22, 0.20, 0.20, 0.21, 0.22],
  "homo_energy_ev": -9.11,
  "smiles": "C=C1CCC1",
  "lumo_energy_ev": 1.2080,
  "multiplicity": 1
}


No. 9
{
  "formula": "C5H8",
  "method": "ωB97M-V/def2-TZVPD",
  "species": ["C", "C", "C", "C", "C", "H", "H", "H", "H", "H", "H", "H", "H"],
  "xyz": [[1.10, 0.09, -0.10], [0.05, 0.58, -1.11], [-1.18, -0.13, -0.62], [-1.12, -0.38, 0.68], [0.29, -0.21, 1.19], [1.90, 0.82, 0.07], [1.56, -0.83, -0.48], [-0.09, 1.67, -1.04], [0.26, 0.36, -2.16], [-1.86, -0.55, -1.33], [-1.92, -0.78, 1.30], [0.42, 0.55, 1.97], [0.58, -1.18, 1.62]],
  "nbo_charge": [-0.39, -0.44, -0.19, -0.19, -0.44, 0.21, 0.20, 0.20, 0.21, 0.21, 0.21, 0.21, 0.21],
  "homo_energy_ev": -8.92,
  "smiles": "C1=CCCC1",
  "lumo_energy_ev": 1.2277,
  "multiplicity": 1
}


No. 10
{
  "formula": "C5H8",
  "method": "ωB97M-V/def2-TZVPD",
  "species": ["C", "C", "C", "C", "C", "H", "H", "H", "H", "H", "H", "H", "H"],
  "xyz": [[0.00, 1.29, -0.56], [0.89, 0.50, -1.19], [0.74, -1.13, 0.72], [-0.59, -0.86, 0.49], [-1.00, 0.60, 0.34], [1.74, 0.10, -0.65], [-0.34, 2.21, -1.05], [1.51, -0.38, 0.90], [0.29, -0.41, -1.75], [1.12, -2.14, 0.52], [-1.33, -1.49, 1.01], [-2.02, 0.64, -0.09], [-1.01, 1.08, 1.33]],
  "nbo_charge": [-0.20, -0.34, -0.36, -0.22, -0.51, 0.19, 0.20, 0.19, 0.18, 0.20, 0.22, 0.22, 0.23],
  "homo_energy_ev": [-7.76, -7.52],
  "smiles": "C=CCC=C",
  "lumo_energy_ev": [0.3948, 0.2722],
  "multiplicity": 1
}


No. 11
{
  "formula": "C5H8Ag4BBr4F4O3",
  "method": "ωB97M-V/def2-TZVPD",
  "species": ["Ag", "Ag", "Ag", "Ag", "C", "O", "O", "O", "B", "F", "F", "F", "F", "Br", "C", "C", "Br", "H", "H", "H", "H", "Br", "C", "C", "Br", "H", "H", "H", "H"],
  "xyz": [[-2.32, -5.78, -5.52], [-9.18, -1.62, -7.50], [-8.71, -10.06, -7.88], [-7.95, -6.12, -3.84], [-6.49, -5.40, -7.95], [-5.86, -6.43, -7.81], [-6.15, -4.43, -7.27], [-7.65, -5.44, -8.41], [-12.11, -2.88, -4.36], [-12.00, -4.03, -5.19], [-10.88, -2.69, -3.76], [-12.37, -1.80, -5.19], [-13.08, -3.05, -3.46], [-3.35, -12.66, -7.84], [-2.28, -11.91, -6.31], [-1.81, -13.04, -5.39], [-0.45, -12.37, -4.12], [-2.75, -11.11, -5.74], [-1.48, -11.55, -6.94], [-1.40, -13.89, -5.93], [-2.65, -13.41, -4.80], [-12.66, -1.87, -11.57], [-13.03, -3.68, -12.46], [-14.30, -4.40, -11.76], [-14.81, -5.96, -12.83], [-12.10, -4.27, -12.43], [-13.22, -3.43, -13.50], [-15.02, -3.59, -11.76], [-14.13, -4.75, -10.74]],
  "nbo_charge": [0.68, 0.99, 0.72, 0.65, 0.89, -0.62, -0.67, -0.63, 1.32, -0.60, -0.59, -0.58, -0.54, -0.04, -0.42, -0.44, -0.01, 0.22, 0.23, 0.24, 0.22, -0.08, -0.38, -0.46, 0.01, 0.22, 0.23, 0.23, 0.23],
  "homo_energy_ev": -8.93,
  "total_charge": 1,
  "lumo_energy_ev": -6.2699,
  "multiplicity": 1
}


No. 12
{
  "formula": "C5H8Ag5Br4O3",
  "method": "ωB97M-V/def2-TZVPD",
  "species": ["Ag", "Ag", "Ag", "Ag", "Ag", "C", "O", "O", "O", "Br", "C", "C", "Br", "H", "H", "H", "H", "Br", "C", "C", "Br", "H", "H", "H", "H"],
  "xyz": [[2.79, -1.41, -0.96], [2.13, -2.80, 1.79], [2.44, 0.07, 2.78], [-0.04, -1.35, 2.89], [-0.33, -1.90, 0.39], [1.64, -0.78, 0.89], [1.24, -1.06, -0.26], [2.70, -1.04, 1.30], [0.93, -0.30, 1.74], [-1.51, -1.44, -1.21], [-0.05, -0.31, -2.01], [-0.64, 0.60, -3.11], [0.75, 1.88, -3.85], [0.86, -0.82, -2.33], [0.35, 0.19, -1.13], [-1.44, 1.11, -2.57], [-1.12, 0.01, -3.89], [-0.92, 3.04, -0.07], [-1.55, 1.29, 0.50], [-1.15, 1.03, 1.91], [-1.89, -0.67, 2.49], [-1.17, 0.65, -0.29], [-2.63, 1.28, 0.34], [-1.31, 1.80, 2.67], [-0.07, 0.94, 1.98]],
  "nbo_charge": [0.97, 0.96, 0.99, 0.78, 0.74, 0.82, -0.86, -0.90, -0.94, 0.06, -0.40, -0.47, 0.10, 0.20, 0.20, 0.22, 0.26, 0.11, -0.52, -0.47, 0.14, 0.21, 0.27, 0.29, 0.23],
  "homo_energy_ev": -18.16,
  "total_charge": 3,
  "lumo_energy_ev": -13.6855,
  "multiplicity": 1
}


No. 13
{
  "formula": "C5H8BrIO3",
  "method": "ωB97M-V/def2-TZVPD",
  "species": ["C", "C", "C", "C", "C", "O", "O", "O", "Br", "I", "H", "H", "H", "H", "H", "H", "H", "H"],
  "xyz": [[-0.92, -1.20, 0.10], [0.51, -0.91, -0.38], [0.63, 0.65, -0.60], [-1.73, -0.41, -0.82], [1.04, 1.39, 0.63], [-0.65, 1.14, -0.93], [1.43, -1.43, 0.51], [0.73, 0.71, 1.88], [-3.24, 0.39, -0.07], [-2.02, -0.69, -2.89], [-1.19, -2.25, 0.05], [-1.00, -0.86, 1.20], [0.61, -1.41, -1.31], [1.40, 0.72, -1.40], [0.72, 2.44, 0.61], [2.23, 1.49, 0.60], [1.66, -0.61, 0.94], [-0.22, 0.86, 1.85]],
  "nbo_charge": [-0.58, 0.11, 0.00, -0.03, -0.12, -0.61, -0.69, -0.72, 0.14, 0.27, 0.26, 0.24, 0.18, 0.19, 0.22, 0.18, 0.49, 0.47],
  "homo_energy_ev": -9.57,
  "lumo_energy_ev": -0.1125,
  "multiplicity": 1
}


No. 14
{
  "formula": "C5H8BrNO2",
  "method": "ωB97M-V/def2-TZVPD",
  "species": ["C", "C", "C", "C", "C", "N", "O", "O", "Br", "H", "H", "H", "H", "H", "H", "H", "H"],
  "xyz": [[0.49, -0.78, -0.37], [0.42, 1.34, 1.00], [1.60, -1.48, 0.28], [-1.89, -0.28, -0.84], [-0.80, -0.91, -0.13], [0.07, 1.94, -0.05], [0.05, 1.84, -1.24], [0.40, 1.15, 2.15], [1.09, 3.94, 0.83], [0.77, 0.01, -1.05], [1.48, -1.28, 1.41], [2.60, -1.21, 0.00], [1.64, -2.55, 0.12], [-2.27, 0.38, -0.02], [-2.78, -0.80, -1.01], [-1.73, 0.22, -1.82], [-1.14, -1.52, 0.72]],
  "nbo_charge": [-0.23, 0.78, -0.66, -0.66, -0.15, -0.02, -0.25, -0.42, -0.16, 0.21, 0.22, 0.23, 0.23, 0.22, 0.24, 0.24, 0.20],
  "homo_energy_ev": [-9.47, -9.31],
  "lumo_energy_ev": [-2.5679, -2.2847],
  "multiplicity": 1
}


For the records above, the corresponding electronic energy values read -570.6872 -611.2171 -535.6869 -934.1965 -195.1917 -195.1159 -195.1144 -195.2530 -195.2802 -195.0706 -11728.7845 -11450.1117 -3292.6340 -2974.3490 a.u..